Entry 1:
# C26H68BN2O18

A 13-piece molecular cluster, C26H68BN2O18 overall (wB97M-V/def2-TZVPD, the OMol25 dataset).

Calculated values
LUMO in eV: -2.52
Frontier orbital gap in eV: 9.309
Energy above the lowest of the compared OMol25 structures with the same formula, charge and spin in kJ/mol: 0.0
DFT total energy in eV: -68560.442
Total charge: +1

Last column: Löwdin charge in e.
Element x y z (Å)
C 3.25322 -2.53794 0.69616  -0.1154
C 3.19721 -2.98307 -0.75577  -0.2447
C 2.02301 -3.83996 -1.21651  -0.1657
C 1.74823 -5.05961 -0.42175  -0.1295
N 0.75308 -5.98219 -1.06407  -0.2119
C 0.64622 -7.28662 -0.37820  -0.0977
C 0.15101 -8.39865 -1.44120  -0.1111
C 0.58289 -7.78833 -2.76058  -0.1163
C 1.33357 -6.46136 -2.32129  -0.0765
C -0.54158 -5.30727 -1.06537  -0.0672
C -1.17167 -4.69866 0.31528  -0.1302
C -2.45186 -3.99003 0.06407  -0.0816
H 4.19604 -1.98110 0.96844  0.0769
H 3.57112 -3.55425 1.30054  0.1263
H 2.48593 -1.78853 1.13759  0.0830
H 4.14185 -3.61687 -0.77212  0.1358
H 3.28187 -2.25080 -1.50842  0.0914
H 2.30747 -3.96805 -2.20050  0.0931
H 1.04904 -3.33794 -1.34926  0.1286
H 1.64637 -4.93133 0.68952  0.1711
H 2.45608 -5.62572 -0.24096  0.0391
H 0.01182 -7.30612 0.45965  0.0978
H 1.62668 -7.78044 0.13483  0.1943
H -1.05501 -8.49477 -1.33337  0.1667
H 0.53674 -9.31922 -1.16780  0.0755
H -0.27816 -7.67501 -3.21625  0.0585
H 1.29923 -8.34636 -3.31428  0.1166
H 0.90057 -5.82692 -3.13101  0.1549
H 2.41764 -6.65077 -2.39466  0.1646
H -1.27128 -5.84825 -1.43632  0.0853
H -0.53822 -4.65286 -1.88355  0.1062
H -0.54439 -4.02341 0.70001  0.0428
H -1.28914 -5.39448 1.18956  0.1355
H -3.40787 -4.43732 -0.33485  0.1239
H -2.32526 -3.12080 -0.40953  0.0201
H -2.90283 -3.72492 0.94685  0.0547
C 1.61047 0.76843 2.54632  -0.0618
C 1.13839 2.16259 2.96100  -0.1972
C 1.10125 3.10068 1.81063  -0.1900
C 0.59588 4.51808 2.30972  -0.0297
N 0.79669 5.56380 1.17412  -0.2167
C 0.21859 5.01163 -0.25246  -0.0089
C 1.54114 4.86175 -1.22222  -0.1052
C 2.53042 5.81375 -0.64468  -0.1334
C 2.15964 5.88193 0.87195  -0.1285
C 0.03795 6.72642 1.65872  -0.1858
C 0.29740 7.39255 2.99663  -0.2126
C -0.31989 8.76393 3.11224  -0.0540
H 2.71604 0.48551 2.45623  0.1172
H 1.37188 0.27600 1.56632  0.0743
H 1.23955 0.24120 3.22577  -0.0172
H 1.85086 2.59029 3.78217  0.1525
H 0.32368 2.28512 3.63356  0.1027
H 0.51781 2.76129 1.16203  0.0222
H 1.94127 3.14476 1.32408  0.0635
H 1.33770 4.71793 2.97967  0.0951
H -0.61293 4.31374 2.51378  0.1938
H -0.41941 5.87812 -0.60514  0.1246
H -0.65325 4.30498 -0.06991  0.0984
H 1.19299 5.00868 -2.27253  0.1460
H 1.53192 3.89709 -0.93682  0.0479
H 2.57556 6.70807 -1.20152  0.1016
H 3.51924 5.28441 -0.75256  0.1375
H 2.42817 6.87745 1.44890  0.1700
H 2.94821 5.14336 1.23328  0.1550
H -1.12717 6.59778 1.56571  0.1704
H 0.17238 7.53317 0.80983  0.1698
H 1.30620 7.64218 3.07334  0.0944
H -0.15481 6.80369 3.67378  0.0804
H -0.42644 9.21863 4.13139  0.1238
H -1.31009 8.63273 2.72252  0.0859
H 0.09464 9.44640 2.68405  -0.0266
O 0.97436 0.60150 -2.54562  0.1018
C -0.03453 0.42775 -1.81683  -0.4674
O -0.06762 0.53695 -0.63825  0.3406
B -1.29802 -0.04110 -0.12636  -0.9018
O -2.03575 -0.54378 -1.31778  0.2824
C -1.19381 -0.22313 -2.27630  -0.3693
O -1.58857 -0.36219 -3.42089  0.1405
O -2.11332 0.94477 0.59428  0.2733
C -2.14805 0.60509 1.82832  -0.3662
O -2.60166 1.19105 2.86139  0.1344
C -1.58201 -0.66014 2.00342  -0.3554
O -1.04268 -1.04610 0.85759  0.2590
O -1.59563 -1.47887 2.92682  0.1455
O -1.91034 -3.34575 -3.85526  0.0442
H -2.54428 -2.70086 -3.50430  0.0608
H -1.72027 -3.24947 -4.65206  -0.1316
O -3.17014 -1.01714 5.46882  -0.0423
H -3.50483 -1.90620 5.60425  0.0333
H -2.45077 -1.47981 5.06191  -0.0122
O 3.25932 1.05235 -0.71453  -0.0427
H 3.66004 1.66814 -1.35486  0.0532
H 2.43337 0.81619 -1.07944  -0.0414
O -3.18599 0.43197 -5.41600  -0.0817
H -2.56255 0.47121 -4.60131  0.0443
H -3.18154 1.35646 -5.63771  0.0278
O 0.53345 -3.30622 4.16163  -0.0227
H 0.15998 -4.13624 4.25654  -0.0126
H 0.00218 -2.91431 3.46267  -0.0030
O -2.31470 3.95499 1.42050  0.0492
H -2.43915 3.05611 1.37001  -0.0104
H -2.64309 3.94144 0.60807  -0.0319
O -1.91423 -1.91390 -6.41342  -0.0307
H -2.25828 -1.86651 -7.38533  0.1217
H -2.20368 -1.33354 -5.83419  -0.1099
O 0.99487 1.25800 -5.20981  -0.1076
H 1.77532 1.62518 -5.57953  -0.0088
H 0.90244 1.03703 -4.19833  0.0338
O -4.98039 2.23996 4.37215  -0.0324
H -5.40784 2.80616 3.78795  -0.0101
H -4.10295 1.87947 4.23276  0.0022
O -1.94936 2.89152 -1.91358  0.0089
H -2.01805 3.78007 -1.56790  0.0209
H -2.84283 2.58373 -1.77424  0.0599



Entry 2:
# C10H5F5

One molecule with the formula C10H5F5 (wB97M-V/def2-TZVPD, the OMol25 dataset).

Calculated values
LUMO in eV: -0.57
Frontier orbital gap in eV: 8.532
Energy above the lowest of the compared OMol25 structures with the same formula, charge and spin in kJ/mol: 224.0
DFT total energy in eV: -24032.688
SMILES: FC(F)=C=C/C=C\C=C/C#CC(F)(F)F

Last column: natural (NBO) charge in e.
Element x y z (Å)
F 1.94485 3.79618 -1.13707  -0.3145
C 1.86088 2.43115 -1.01766  0.6969
F 3.00607 1.82951 -1.42562  -0.3049
C 0.82909 1.79521 -0.52663  -0.1443
C -0.37745 1.22194 -0.36593  -0.2284
C -0.98239 0.99137 0.97032  -0.1527
C -2.04412 0.14832 1.03755  -0.2231
C -2.46993 -0.59822 -0.08114  -0.1440
C -1.63294 -1.27006 -0.87361  -0.2956
C -0.37513 -1.51248 -0.33881  0.0869
C 0.67362 -1.93890 0.09343  -0.1466
C 2.00245 -1.93897 0.66607  0.9503
F 2.11257 -2.51111 1.86576  -0.3070
F 3.01464 -2.45720 -0.00548  -0.2981
F 2.28840 -0.57110 0.80306  -0.3398
H -1.10403 1.21710 -1.28361  0.2435
H -0.60012 1.64934 1.69789  0.2286
H -2.63932 0.22206 1.85734  0.2177
H -3.53958 -0.62708 -0.20246  0.2227
H -1.96757 -1.87705 -1.73340  0.2521



Entry 3:
# C7H12N

An isolated ion of composition C7H12N and charge +1 (wB97M-V/def2-TZVPD, the OMol25 dataset).

Calculated values
LUMO in eV: -3.68
Frontier orbital gap in eV: 9.994
Energy above the lowest of the compared OMol25 structures with the same formula, charge and spin in kJ/mol: 349.6
DFT total energy in eV: -8933.379
Total charge: +1
SMILES: C=C=C([NH3+])C1CCC1

Last column: natural (NBO) charge in e.
Element x y z (Å)
C 0.15760 -0.35943 -3.39011  -0.3773
C -0.11203 -0.44962 -2.12048  0.0597
C -0.14720 -0.43881 -0.76748  0.0456
N -0.54828 -1.70221 -0.04755  -0.6983
C 0.31113 0.73523 0.03196  -0.2467
C 1.12668 0.30734 1.24325  -0.3761
C 0.06319 0.81900 2.20722  -0.4152
C -0.77741 1.30013 1.02542  -0.3839
H 0.98849 -0.70394 -3.90703  0.2476
H -0.64190 0.00379 -4.15962  0.2573
H -1.18195 -1.38875 0.68835  0.4449
H 0.37516 -2.12963 0.32019  0.4672
H -1.09810 -2.31474 -0.63305  0.4579
H 0.74463 1.47611 -0.57963  0.2518
H 1.95862 0.85635 1.17500  0.2326
H 1.40714 -0.78992 1.20554  0.1605
H -0.38230 0.07896 2.84062  0.2105
H 0.43670 1.60459 2.95249  0.2405
H -1.68181 0.82712 1.01412  0.1897
H -0.99834 2.26845 0.90078  0.2316



Entry 4:
# C32H59BBeCaCl6FNO19

C32H59BBeCaCl6FNO19 as an isolated structure (wB97M-V/def2-TZVPD, the OMol25 dataset).

Calculated values
LUMO in eV: -9.38
Frontier orbital gap in eV: 1.802
DFT total energy in eV: -171861.068
Total charge: +2

Last column: Löwdin charge in e.
Element x y z (Å)
C -2.25304 -5.36897 5.92638  0.0010
C -1.33939 -6.01045 4.79196  -0.3851
O -1.29545 -7.28689 4.76783  -0.0637
O -0.53937 -5.33989 3.85412  0.0112
C -0.79385 -3.91033 3.80268  -0.1284
C -2.20682 -3.51543 3.18780  -0.0763
C -2.30841 -3.34452 1.58817  -0.2736
C -2.27033 -1.76781 1.40130  -0.0215
C -0.69462 -1.21416 1.80901  -0.2166
C -0.50582 0.44792 1.68607  0.0157
O -0.60325 -0.37078 3.05915  -0.2099
O -1.09309 -4.04279 1.12426  0.0103
C -1.34947 -5.39452 0.82550  -0.2888
O -0.36038 -6.07039 0.51036  0.1394
C -2.94286 -5.78189 0.88764  -0.1924
C -3.06156 -6.72046 -0.39452  -0.0751
C -2.86969 -8.29374 -0.16570  -0.1351
C -1.85280 -8.77208 0.94926  -0.2548
O -0.67101 -9.33246 0.29026  -0.0765
O -3.24729 -6.28152 2.22346  0.0155
C -4.45131 -6.93572 2.34425  -0.2481
N -5.44503 -7.61762 2.16993  0.1842
C -3.42760 -4.22225 0.78802  -0.1064
C -4.99127 -3.88860 1.07096  -0.0894
C -5.45133 -3.74243 2.58315  -0.3680
C -7.06230 -4.03953 2.59709  -0.0912
C -5.30717 -2.25024 3.21208  -0.0673
B -3.39946 -3.78924 -0.82138  -0.4714
O -4.56215 -3.94494 -1.69116  0.0998
O -2.26289 -3.18038 -1.45743  0.1149
H -1.71519 -5.29719 6.94733  0.1286
H -2.59442 -4.28783 5.70342  0.0962
H -3.20645 -5.96893 6.11738  0.0592
H -0.76683 -3.45538 4.86805  0.1488
H 0.11728 -3.42204 3.29127  0.1564
H -2.96567 -4.23675 3.65069  0.0864
H -2.46352 -2.48190 3.63870  0.1273
H -2.99352 -1.16596 2.03435  0.1152
H -2.31856 -1.36941 0.33995  0.1217
H 0.23209 -1.89914 1.49014  0.0959
H 0.58816 0.78402 1.55609  0.1138
H -1.35592 1.12457 2.01351  0.1207
H -4.06045 -6.61951 -0.97187  0.1379
H -2.24554 -6.42170 -1.15787  0.1663
H -3.91854 -8.74956 0.00272  0.1077
H -2.51182 -8.73424 -1.17257  0.1508
H -1.47572 -7.99355 1.68626  0.1055
H -2.34402 -9.65286 1.52938  0.0976
H 0.06316 -9.10591 0.91299  0.1082
H -5.19169 -2.87043 0.56040  0.1518
H -5.64217 -4.68384 0.55324  0.1305
H -5.01769 -4.47289 3.34076  0.0986
H -7.14389 -5.17428 2.37656  0.0669
H -7.61803 -3.43030 1.79749  0.1084
H -7.46004 -3.87810 3.65244  0.0834
H -4.54814 -2.31227 4.05737  0.0666
H -5.10379 -1.44218 2.43730  0.0857
H -6.31200 -1.97400 3.71094  0.0910
H -5.01250 -4.79588 -1.51865  0.0864
H -2.59885 -2.47919 -2.07433  0.1415
Cl 1.08995 -1.65429 -0.84936  0.6144
C 2.59048 -2.49687 -1.31330  -0.6291
C 3.80613 -1.93011 -0.60717  -0.6443
Cl 4.19896 -0.28527 -1.16591  0.6028
H 2.69171 -2.43587 -2.39798  0.0752
H 2.46075 -3.54682 -1.04257  0.0750
H 4.67886 -2.55215 -0.81543  0.0789
H 3.66372 -1.89575 0.47433  0.0685
C 6.58126 2.31245 -0.73057  -0.0632
C 5.58766 3.34971 -0.24216  -0.1941
O 6.26258 4.54077 0.19273  0.0726
C 6.65005 5.36692 -0.77895  -0.5091
O 6.47411 5.20250 -1.97383  0.1948
O 7.29247 6.40426 -0.22207  0.1185
C 7.82919 7.32725 -1.15741  0.0221
H 7.34291 2.12105 0.02968  0.0906
H 6.07302 1.37619 -0.96882  -0.0012
H 7.10742 2.65611 -1.62581  0.0848
H 5.04757 2.96075 0.62358  0.1279
H 4.84116 3.58421 -1.00697  0.1223
H 7.06788 7.66710 -1.86692  0.1351
H 8.67708 6.86523 -1.69069  0.0991
H 8.19650 8.19128 -0.60390  0.1233
F 4.35507 5.83315 -2.52353  -0.2026
O 1.66692 6.42228 -3.78833  -0.0500
H 2.59471 6.14921 -3.83202  0.0145
H 1.57934 6.80776 -2.90757  0.0421
Be -4.54199 -9.18797 3.38572  0.4455
O 12.61599 6.44460 -0.74505  -0.2264
Cl 11.21246 6.39700 -0.42325  0.6897
O 10.45505 6.99797 -1.51193  -0.2442
O 10.96620 7.12908 0.79285  -0.3085
O 10.79729 5.02491 -0.25855  -0.2574
C -2.72788 5.51362 -2.86647  -0.0592
C -2.15692 5.18440 -4.23700  -0.5010
C -1.40340 3.86331 -4.21989  -0.0671
O -1.27620 6.22580 -4.64651  -0.0569
H -1.92953 5.61190 -2.12334  0.0805
H -3.25607 6.46975 -2.89057  0.0596
H -3.42252 4.73850 -2.53159  0.0792
H -2.96699 5.13618 -4.97051  0.1359
H -0.55884 3.90483 -3.52455  0.0780
H -0.98911 3.64497 -5.20771  0.0817
H -2.05851 3.03863 -3.92488  0.0720
H -0.55383 6.27651 -4.00234  0.0521
C 14.87393 7.28933 2.25548  -1.5313
Cl 14.98652 8.42243 0.90152  0.5309
Cl 13.24520 7.30525 2.94642  0.5408
Cl 15.31360 5.65550 1.73741  0.5235
H 15.57552 7.60490 3.02498  0.0135
Ca -3.64748 -8.96076 5.96557  1.2929
C -4.76796 8.36111 -4.84978  -0.0214
C -6.12759 7.72741 -4.97672  -0.5036
O -6.62714 7.11186 -4.05270  0.0528
C -6.84543 7.88423 -6.29100  -0.0264
H -4.37093 8.16750 -3.85154  0.0670
H -4.08706 7.93029 -5.58722  0.0887
H -4.84660 9.44107 -4.99176  0.0885
H -6.25648 7.43302 -7.09239  0.0858
H -7.01610 8.94293 -6.49726  0.0867
H -7.81140 7.37761 -6.23842  0.0825